No. 1
Computed, not measured: a molecular structure, C7H11N, with wB97M-V/def2-TZVPD.

```
19
Properties=species:S:1:pos:R:3:lowdin_charge:R:1
H 2.644 1.256 -0.337 0.099
C -1.195 -0.753 -0.788 -0.180
H 1.459 0.897 1.427 0.201
N -0.178 -1.161 1.041 0.016
H -1.789 -1.546 -0.199 0.105
C 0.228 -0.633 -0.334 -0.382
C -1.910 0.471 -0.217 -0.114
H 0.263 -0.956 1.827 -0.018
H 0.189 1.279 -1.394 0.165
C 1.715 -0.498 -0.392 -0.232
H -2.867 0.718 0.016 0.064
H -1.212 2.042 1.131 0.095
H 2.003 -0.519 -1.405 0.121
H 2.278 -1.285 -0.063 0.093
H -1.302 -1.252 1.442 0.186
C 1.845 0.774 0.187 -0.095
C 0.323 0.890 -0.325 -0.253
H -1.492 -1.021 -1.995 0.170
C -1.003 1.296 0.377 -0.040
```

Calculated values
Charge = 0
Relative energy (zero: lowest compared OMol25 entry of this formula, charge and spin) = 764.5 kJ/mol
HOMO energy = -8.3 eV
Molecular weight = 109.2 g mol⁻¹
Kohn-Sham gap = 9.4 eV

No. 2
Computed, not measured: 2 unconnected molecules or ions with the total composition C7H11N2O2, with wB97M-V/def2-TZVPD.

```
22
Properties=species:S:1:pos:R:3:lowdin_charge:R:1
H 0.049 -1.210 2.691 0.104
H -2.892 -1.816 -1.633 0.067
H 0.664 2.791 1.369 0.051
H 0.004 -1.508 -1.506 0.097
O 1.275 -0.039 -2.020 -0.104
C -0.374 -1.332 1.706 -0.244
C -1.586 -1.236 -0.062 -0.352
H -2.980 -0.096 -1.252 0.066
N 0.460 -1.596 0.646 0.066
C 1.302 2.037 0.924 -0.128
C -0.311 -1.504 -0.483 -0.082
C 1.863 0.509 -1.059 -0.762
N -1.606 -1.164 1.327 0.069
H 0.097 1.857 -0.879 0.089
H 2.349 2.138 1.202 0.061
O 2.898 0.181 -0.447 -0.072
C -2.863 -1.093 -0.818 -0.063
H 1.029 1.086 1.404 0.043
H 1.754 2.560 -1.115 0.095
H 1.394 -1.195 0.691 0.119
H -3.666 -1.190 -0.102 0.057
C 1.141 1.821 -0.586 -0.177
```

Calculated values
Charge = -1
Relative energy (zero: lowest compared OMol25 entry of this formula, charge and spin) = 62.5 kJ/mol
HOMO energy = -4.4 eV
Molecular weight = 155.2 g mol⁻¹
Kohn-Sham gap = 8.3 eV

No. 3
Computed, not measured: 2 unconnected molecules or ions with the total composition C7H11N2O2, with wB97M-V/def2-TZVPD.

```
22
Properties=species:S:1:pos:R:3:lowdin_charge:R:1
H 0.109 -2.716 2.987 0.067
H 1.346 -2.424 1.871 0.096
C -0.428 -1.041 1.851 -0.334
H -0.398 2.214 2.302 0.103
H 2.553 -0.172 -2.310 0.056
H 1.611 1.837 -1.049 0.071
C -1.330 -0.536 0.895 -0.124
C 0.889 1.079 -1.233 -0.119
H -0.186 -3.069 1.401 0.010
C 0.218 -2.356 1.957 -0.075
H 0.833 0.316 -3.214 0.077
H 0.992 -0.934 -2.137 0.019
H 0.690 0.600 -0.270 0.058
N -1.457 0.834 0.921 0.030
H -2.010 -1.190 0.303 0.121
C 1.458 -0.012 -2.316 -0.082
C -0.409 1.582 -1.960 -0.685
C -0.648 1.178 2.041 -0.228
O -1.545 1.224 -1.515 -0.117
O -0.292 2.195 -3.065 -0.098
N -0.024 0.143 2.482 0.030
H -1.971 1.246 0.058 0.125
```

Calculated values
Charge = -1
Relative energy (zero: lowest compared OMol25 entry of this formula, charge and spin) = 202.0 kJ/mol
HOMO energy = -4.5 eV
Molecular weight = 155.2 g mol⁻¹
Kohn-Sham gap = 8.1 eV

No. 4
Computed, not measured: 2 unconnected molecules or ions with the total composition C7H11N2O2, with wB97M-V/def2-TZVPD.

```
22
Properties=species:S:1:pos:R:3:lowdin_charge:R:1
C -2.792 -1.139 -0.123 0.028
H 2.996 2.072 -1.509 0.073
C 1.783 0.939 -0.092 -0.449
H -4.558 -0.685 1.223 0.162
H 0.445 -2.286 -1.764 0.091
H 2.818 -0.044 1.267 0.166
H 0.721 1.790 -1.468 0.116
N 0.678 1.453 -0.556 0.234
O -1.366 -0.043 1.144 -0.020
C 3.095 1.224 -0.850 0.023
H -3.252 -1.434 -0.983 0.109
O -0.379 -2.409 -1.272 0.035
H 3.270 0.302 -1.586 0.151
C -2.580 0.068 1.689 -0.066
H 3.947 1.435 -0.170 0.102
H -0.201 1.042 -0.364 0.075
N 1.845 0.225 0.970 0.204
C -3.472 -0.532 0.900 -0.043
H -2.512 0.572 2.678 0.164
H 1.177 -0.446 1.357 0.123
C -1.464 -0.837 0.019 -0.286
C -0.199 -1.267 -0.511 0.006
```

Calculated values
Charge = +1
Relative energy (zero: lowest compared OMol25 entry of this formula, charge and spin) = 222.5 kJ/mol
HOMO energy = -12.5 eV
Molecular weight = 155.2 g mol⁻¹
Kohn-Sham gap = 8.6 eV

No. 5
Computed, not measured: a molecular structure, C7H11N2O4S2, with wB97M-V/def2-TZVPD.

```
26
Properties=species:S:1:pos:R:3:lowdin_charge:R:1
C -0.285 -0.397 1.206 -0.833
C -1.303 -1.124 2.014 -0.161
H 1.213 -1.075 2.628 0.046
O 0.858 1.013 -3.251 0.095
C 0.319 0.986 -2.183 -0.498
H 1.752 -0.994 0.988 0.003
S -0.281 1.357 1.572 0.559
S 2.505 1.550 -0.117 0.465
C -1.790 -0.791 -0.921 -0.527
H 0.544 -2.298 1.559 0.112
H -2.242 -0.832 1.818 0.036
H -0.327 3.017 -2.127 0.119
C -0.616 2.018 -1.704 -0.027
H -0.426 2.112 -0.658 -0.029
H 3.072 2.631 0.062 -0.343
C -0.498 -0.596 -0.337 -0.197
N 1.455 -1.007 -1.661 -0.030
H -1.619 1.842 -1.769 0.051
O -1.225 -1.914 -0.758 0.194
H -1.400 -2.148 1.793 0.067
H -1.159 -0.984 3.095 0.102
H 1.377 1.531 0.892 -0.253
N 0.445 -0.208 -1.371 -0.017
O -2.853 -0.341 -1.221 0.140
C 0.987 -1.233 1.639 -0.077
O 1.494 -2.113 -1.189 0.002
```

Calculated values
Charge = -1
Relative energy (zero: lowest compared OMol25 entry of this formula, charge and spin) = 114.0 kJ/mol
HOMO energy = -4.2 eV
Molecular weight = 251.3 g mol⁻¹
Kohn-Sham gap = 7.4 eV

No. 6
Computed, not measured: a molecular structure, C7H11N2O7S2, with wB97M-V/def2-TZVPD.

```
29
Properties=species:S:1:pos:R:3:lowdin_charge:R:1
C -2.033 0.830 -1.069 -0.008
N -0.468 1.112 1.044 -0.093
O -0.598 2.201 3.212 0.082
H -0.130 -1.089 -0.845 0.120
H -1.502 -0.880 2.376 0.077
C -1.721 1.528 0.317 -0.424
H -2.398 -0.229 -0.825 0.095
O -2.488 2.356 0.822 0.080
O 0.207 3.493 0.161 -0.358
N 1.414 1.506 -0.934 -0.327
C -0.817 1.240 2.471 -0.430
H -2.876 1.410 -1.560 0.092
H -0.530 -3.565 -0.926 0.095
O -0.092 -2.345 -2.804 -0.164
H -1.081 0.803 -1.687 0.071
H 2.315 -1.035 -2.884 0.106
C -1.624 -0.003 3.105 -0.008
C 0.301 -3.352 -1.656 -0.042
H -2.723 0.287 3.056 0.086
H -1.256 -0.274 4.138 0.085
S 0.824 2.157 0.534 0.632
O 3.874 0.692 -1.015 -0.414
C 0.540 -1.713 -1.598 -0.233
H 2.693 -2.159 -1.388 0.096
O 2.480 -0.352 0.740 -0.410
H 1.183 -4.007 -1.905 0.102
O 1.864 2.426 1.570 -0.324
S 2.477 0.200 -0.668 0.587
C 2.169 -1.239 -1.781 -0.174
```

Calculated values
Charge = -1
HOMO energy = -6.1 eV
Molecular weight = 299.3 g mol⁻¹
Kohn-Sham gap = 8.8 eV

No. 7
Computed, not measured: 2 unconnected molecules or ions with the total composition C7H11N2S, with wB97M-V/def2-TZVPD.

```
21
Properties=species:S:1:pos:R:3:lowdin_charge:R:1
C -1.991 1.141 0.431 -0.126
C 0.986 0.647 0.885 -0.226
C -1.853 -0.764 -0.722 -0.413
H 2.891 -1.353 -0.775 0.132
H 0.701 0.023 -2.318 0.177
H 1.865 1.280 1.142 0.167
H 2.065 0.982 -1.660 0.140
H -4.017 1.010 1.353 0.099
N -1.291 0.310 -0.358 -0.032
S -3.467 -0.793 -0.302 1.145
H 1.277 -1.832 -0.923 0.060
C 1.566 -0.721 0.943 -0.147
N 0.532 0.999 -0.432 0.098
H 0.928 -1.393 1.405 0.082
H -1.389 1.869 0.788 0.089
H 0.402 0.899 1.752 0.124
C 1.290 0.308 -1.331 -0.191
H 2.524 -0.770 1.517 0.134
H -1.546 -1.463 -1.413 0.080
C 1.822 -1.018 -0.593 -0.096
C -3.295 0.641 0.610 -0.295
```

Calculated values
Charge = +1
Relative energy (zero: lowest compared OMol25 entry of this formula, charge and spin) = 352.9 kJ/mol
HOMO energy = -14.1 eV
Molecular weight = 155.2 g mol⁻¹
Kohn-Sham gap = 9.0 eV

No. 8
Computed, not measured: 2 unconnected molecules or ions with the total composition C7H11N2S2, with wB97M-V/def2-TZVPD.

```
22
Properties=species:S:1:pos:R:3:lowdin_charge:R:1
H 1.797 -0.847 2.657 -0.134
S 2.107 -1.203 1.447 0.763
N -1.280 1.135 0.308 0.105
H -3.511 -1.867 0.149 0.136
H -2.989 2.256 0.050 0.111
C 1.484 -0.124 -0.926 -0.325
H -4.487 0.256 -0.140 0.146
C 1.244 0.164 0.533 -0.904
N 2.991 -0.208 -1.235 0.171
H 0.935 2.368 1.657 -0.163
C -2.580 1.284 0.050 -0.085
H -1.176 -2.153 0.532 0.097
C -1.475 -1.201 0.302 -0.023
C -2.816 -1.015 0.098 -0.065
H 3.378 0.722 -1.296 0.140
C -0.818 -0.032 0.284 -0.177
S 1.859 1.918 0.871 0.736
C -3.361 0.188 -0.188 -0.052
H 3.441 -0.488 -0.319 0.102
H 0.931 0.681 -1.614 0.179
H 1.069 -1.026 -1.236 0.086
H 3.256 -0.808 -1.983 0.155
```

Calculated values
Charge = +1
Relative energy (zero: lowest compared OMol25 entry of this formula, charge and spin) = 276.2 kJ/mol
HOMO energy = -12.4 eV
Molecular weight = 187.3 g mol⁻¹
Kohn-Sham gap = 9.2 eV

No. 9
Computed, not measured: C7H11N3 in the gas phase, with wB97M-V/def2-TZVPD.

```
21
Properties=species:S:1:pos:R:3:lowdin_charge:R:1
H 2.028 2.293 -0.122 0.121
H -2.037 -1.841 -0.105 0.075
C 0.075 0.597 1.912 -0.372
C -1.097 0.214 1.375 -0.045
N -1.278 0.089 -0.055 -0.219
C -0.070 0.954 -1.845 -0.200
H -1.346 -1.213 -1.584 0.037
C 1.225 0.586 -0.984 -0.133
N 0.251 0.170 3.243 0.036
H -1.938 -0.178 1.910 0.110
H -0.348 -1.759 -0.479 0.078
H 0.960 0.699 3.804 0.090
H 2.027 0.738 -1.645 0.088
N 1.466 1.505 0.165 -0.018
H 0.047 1.795 -2.382 0.035
H 0.580 -0.818 3.136 0.101
C -1.136 1.177 -0.778 -0.013
C -1.313 -1.285 -0.591 -0.018
C 1.132 1.495 1.415 -0.001
H -0.037 0.149 -2.638 0.116
H 1.121 -0.554 -0.819 0.129
```

Calculated values
Charge = 0
Relative energy (zero: lowest compared OMol25 entry of this formula, charge and spin) = 572.8 kJ/mol
HOMO energy = -7.5 eV
Molecular weight = 137.2 g mol⁻¹
Kohn-Sham gap = 8.0 eV

No. 10
Computed, not measured: 2 unconnected molecules or ions with the total composition C7H11N3OS, with wB97M-V/def2-TZVPD.

```
23
Properties=species:S:1:pos:R:3:lowdin_charge:R:1
H -0.289 1.206 -2.561 -0.012
N 2.743 -1.721 4.523 0.167
N -2.052 0.060 0.904 -0.289
H 3.023 0.929 2.928 0.128
O -1.596 -1.751 -0.787 -0.321
C 2.336 0.088 2.833 -0.062
H 1.076 -2.139 1.099 0.101
N 0.293 -0.544 0.095 -0.308
H -2.821 0.685 0.955 -0.020
H -0.261 -1.521 1.907 0.090
C -2.021 1.284 -3.851 -0.066
H -2.435 1.421 -4.878 0.072
C -0.761 1.338 -3.509 -0.093
C 0.629 -1.268 1.421 -0.061
H -2.769 1.099 -3.194 -0.002
C 1.544 -0.119 1.798 -0.149
C 2.585 -0.929 3.718 -0.261
H 0.104 1.410 -4.202 0.062
S -1.302 -0.120 -0.414 0.937
H 0.627 1.508 0.837 0.126
H -1.631 -2.247 0.039 0.036
C 1.110 0.569 0.541 -0.194
H 1.869 0.762 -0.203 0.119
```

Calculated values
Charge = 0
Relative energy (zero: lowest compared OMol25 entry of this formula, charge and spin) = 596.1 kJ/mol
HOMO energy = -9.5 eV
Molecular weight = 185.3 g mol⁻¹
Kohn-Sham gap = 9.7 eV